{"formula": "C4H7NO", "method": "ωB97M-V/def2-TZVPD", "elements": ["C", "C", "N", "C", "C", "O", "H", "H", "H", "H", "H", "H", "H"], "coordinates": [[0.090, 0.919, -1.674], [0.328, 0.240, -0.308], [0.126, 0.466, 1.469], [-0.171, -0.990, 1.497], [-0.757, -0.647, 0.151], [-1.922, -0.579, -0.153], [0.774, 1.731, -1.928], [-0.946, 1.229, -1.826], [0.272, 0.137, -2.443], [1.346, -0.135, -0.252], [1.072, 0.635, 1.803], [-0.927, -1.366, 2.187], [0.717, -1.641, 1.479]], "forces_ev_per_angstrom": [[-0.052, 0.300, 0.467], [0.063, -0.155, 0.174], [0.439, 0.672, -1.004], [-0.296, -0.184, -0.253], [-0.362, -0.735, -0.223], [0.353, -0.483, -0.283], [-0.095, 0.012, 0.298], [0.136, 0.091, 0.272], [-0.012, 0.170, 0.664], [-0.145, -0.452, -0.134], [0.053, 0.098, -0.141], [0.202, 0.476, 0.237], [-0.284, 0.191, -0.073]], "max_force_ev_per_a": 1.3, "e_above_lowest_kj_mol": 324.8, "e_lumo_ev": 0.69, "energy_ha": -286.50794, "total_charge": 0, "e_homo_ev": -9.62, "gap_ev": 10.308}

=====

{"formula": "C4H7NO", "method": "ωB97M-V/def2-TZVPD", "elements": ["O", "N", "C", "C", "C", "C", "H", "H", "H", "H", "H", "H", "H"], "coordinates": [[2.527, -0.581, -0.435], [1.814, 0.355, 0.340], [0.566, 0.191, 0.160], [-0.426, -0.890, -0.280], [-1.604, 0.040, 0.126], [-0.548, 1.130, 0.372], [3.439, -0.358, -0.221], [-0.425, -1.267, -1.301], [-0.267, -1.704, 0.426], [-2.362, 0.279, -0.627], [-2.144, -0.332, 1.013], [0.071, 1.250, -0.754], [-0.643, 1.887, 1.181]], "forces_ev_per_angstrom": [[0.461, -0.514, 0.153], [-0.512, 0.193, -0.322], [0.655, -1.350, 1.533], [0.256, -0.469, -0.095], [0.165, 0.030, -0.227], [0.848, 0.326, -1.232], [-0.073, -0.134, -0.050], [0.208, 0.035, 0.050], [-0.214, -0.258, -0.201], [0.265, -0.128, 0.029], [0.450, 0.336, -0.148], [-2.971, 2.006, 1.671], [0.462, -0.072, -1.161]], "max_force_ev_per_a": 4.0, "e_above_lowest_kj_mol": 490.7, "e_lumo_ev": 1.05, "energy_ha": -286.44476, "smiles": "ON=C1CCC1", "total_charge": 0, "e_homo_ev": -8.51, "gap_ev": 9.558}

=====

{"formula": "C4H7NO", "method": "ωB97M-V/def2-TZVPD", "elements": ["C", "C", "C", "O", "H", "H", "H", "H", "H", "H", "C", "N", "H"], "coordinates": [[-1.612, -0.397, 0.175], [-0.603, 0.604, -0.396], [0.509, 0.997, 0.540], [1.621, 1.329, 0.191], [-1.238, -1.422, 0.081], [-2.568, -0.325, -0.358], [-1.806, -0.194, 1.238], [-0.172, 0.257, -1.339], [-1.109, 1.557, -0.607], [0.236, 1.017, 1.619], [2.300, -1.246, -0.427], [1.387, -1.944, -0.545], [3.110, -0.556, -0.296]], "forces_ev_per_angstrom": [[0.017, -0.009, 0.050], [-0.014, 0.050, -0.075], [0.180, 0.133, -0.102], [-0.508, -0.081, 0.206], [-0.066, 0.226, 0.070], [0.248, -0.057, 0.134], [0.000, -0.047, -0.209], [-0.027, 0.097, 0.126], [-0.005, -0.035, -0.016], [0.050, -0.012, -0.102], [-0.845, -0.750, -0.118], [1.067, 0.641, 0.094], [-0.098, -0.155, -0.059]], "max_force_ev_per_a": 1.2, "e_above_lowest_kj_mol": 168.3, "e_lumo_ev": 0.99, "energy_ha": -286.56756, "smiles": "CCC=O.C#N", "total_charge": 0, "e_homo_ev": -10.04, "gap_ev": 11.033}

=====

{"formula": "C4H7NO", "method": "ωB97M-V/def2-TZVPD", "elements": ["O", "C", "C", "C", "N", "C", "H", "H", "H", "H", "H", "H", "H"], "coordinates": [[2.104, 0.523, 0.317], [1.147, 0.053, -0.452], [0.360, -1.225, -0.142], [-0.909, -0.416, 0.015], [-0.899, 0.364, 1.225], [-0.375, 0.995, -0.008], [0.967, 1.169, 0.364], [1.151, 0.289, -1.533], [0.688, -1.700, 0.783], [0.352, -1.930, -0.977], [-1.842, -0.661, -0.485], [-1.832, 0.730, 1.404], [-0.895, 1.803, -0.517]], "forces_ev_per_angstrom": [[0.125, -0.010, -0.017], [0.060, -0.214, -0.240], [0.068, -0.026, 0.004], [-0.188, -0.221, -0.147], [-0.149, 0.022, 0.099], [-0.203, 0.291, -0.111], [-0.037, 0.119, 0.051], [0.021, -0.036, 0.187], [-0.058, 0.044, -0.127], [0.016, 0.110, 0.116], [0.151, 0.053, 0.102], [0.109, -0.014, -0.016], [0.084, -0.118, 0.098]], "max_force_ev_per_a": 0.4, "e_above_lowest_kj_mol": 576.3, "e_lumo_ev": 0.82, "energy_ha": -286.41214, "total_charge": 0, "e_homo_ev": -8.94, "gap_ev": 9.764}

=====

{"formula": "C4H7NO", "method": "ωB97M-V/def2-TZVPD", "elements": ["C", "N", "C", "C", "C", "O", "H", "H", "H", "H", "H", "H", "H"], "coordinates": [[-0.694, -2.016, 0.787], [-0.332, -1.312, -0.424], [1.709, 2.097, 0.301], [-0.421, -0.051, -0.398], [0.025, 0.747, -1.564], [0.257, 1.935, -1.447], [0.146, -2.651, 1.083], [-1.542, -2.671, 0.568], [-0.953, -1.347, 1.621], [1.217, 3.073, 0.475], [1.183, 1.451, 1.049], [-0.768, 0.534, 0.466], [0.172, 0.212, -2.517]], "forces_ev_per_angstrom": [[-0.060, -0.134, 0.146], [-0.051, 0.423, 0.021], [-0.190, 0.168, 0.134], [-0.003, -0.280, 0.029], [0.093, 0.284, 0.082], [0.144, -0.469, 0.105], [-0.132, 0.059, -0.046], [0.116, 0.028, 0.035], [0.024, -0.106, -0.149], [0.132, -0.030, -0.023], [-0.013, 0.124, -0.310], [0.057, -0.136, -0.079], [-0.116, 0.070, 0.055]], "max_force_ev_per_a": 0.5, "e_above_lowest_kj_mol": 613.3, "e_lumo_ev": -0.53, "energy_ha": -286.39804, "total_charge": 0, "e_homo_ev": -8.94, "gap_ev": 8.409}

=====

{"formula": "C4H7NO", "method": "ωB97M-V/def2-TZVPD", "elements": ["O", "C", "C", "N", "C", "C", "H", "H", "H", "H", "H", "H", "H"], "coordinates": [[1.091, -0.807, 1.373], [0.307, -0.104, 0.401], [-0.513, -1.109, -0.257], [-0.922, 0.569, -0.910], [-0.872, 0.901, 0.558], [0.575, 0.689, -0.920], [1.891, -1.134, 0.937], [0.058, -1.828, -0.877], [-1.204, -1.637, 0.428], [-0.609, 1.944, 0.806], [-1.795, 0.611, 1.070], [1.015, 0.196, -1.794], [0.979, 1.710, -0.815]], "forces_ev_per_angstrom": [[0.776, 1.426, 0.276], [0.592, -0.652, 0.750], [-1.038, 1.075, -1.194], [0.088, -1.574, 0.303], [0.176, -0.374, 0.545], [0.485, -0.388, 0.176], [-0.171, 0.168, 0.116], [-0.625, 0.677, -0.330], [-0.240, 0.630, -0.727], [-0.057, -0.379, -0.410], [0.346, -0.174, 0.152], [0.132, -0.139, 0.345], [-0.464, -0.298, 0.000]], "max_force_ev_per_a": 1.9, "e_above_lowest_kj_mol": 466.7, "e_lumo_ev": 0.74, "energy_ha": -286.45387, "total_charge": 0, "e_homo_ev": -9.37, "gap_ev": 10.109}

=====

{"formula": "C4H7NO", "method": "ωB97M-V/def2-TZVPD", "elements": ["C", "C", "O", "C", "C", "N", "H", "H", "H", "H", "H", "H", "H"], "coordinates": [[-1.406, -1.036, 0.148], [-0.536, 0.139, -0.233], [-1.285, 1.334, -0.103], [0.580, 0.065, -1.208], [0.965, 0.131, 0.052], [1.969, 0.220, 0.954], [-2.195, -1.171, -0.597], [-1.875, -0.847, 1.115], [-0.802, -1.940, 0.206], [-0.855, 2.033, -0.611], [0.844, 0.071, -2.238], [1.724, 0.468, 1.898], [2.871, 0.533, 0.619]], "forces_ev_per_angstrom": [[-0.029, 0.263, -0.084], [1.268, -0.265, 0.157], [-0.118, 0.104, 0.074], [-0.022, 0.027, 0.988], [-1.126, 0.303, -0.940], [0.051, -0.002, 0.082], [0.001, -0.033, 0.075], [-0.045, -0.078, -0.008], [-0.061, 0.025, -0.012], [0.043, -0.216, 0.082], [0.119, -0.076, -0.478], [0.116, 0.002, -0.120], [-0.199, -0.054, 0.183]], "max_force_ev_per_a": 1.5, "e_above_lowest_kj_mol": 272.1, "e_lumo_ev": 0.88, "energy_ha": -286.52799, "smiles": "C[C@]1(O)C=C1N", "total_charge": 0, "e_homo_ev": -8.48, "gap_ev": 9.366}

=====

{"formula": "C4H7NO", "method": "ωB97M-V/def2-TZVPD", "elements": ["N", "C", "O", "C", "C", "C", "H", "H", "H", "H", "H", "H", "H"], "coordinates": [[1.816, -0.568, -0.243], [0.916, 0.564, -0.049], [1.183, 1.582, -0.646], [-0.232, 0.000, 0.615], [-1.232, -0.338, -0.569], [-1.598, 0.554, 0.546], [2.117, -1.259, 0.434], [2.546, -0.322, -0.902], [-0.063, -0.827, 1.318], [-0.982, 0.159, -1.505], [-0.535, -1.466, -0.698], [-2.264, 0.190, 1.309], [-1.678, 1.591, 0.232]], "forces_ev_per_angstrom": [[0.391, 1.078, -0.661], [2.942, -2.056, -0.543], [-1.024, 0.176, 0.535], [-0.976, 1.600, 0.513], [3.812, -3.834, -1.614], [-0.292, -0.482, 0.861], [-0.524, 0.391, 0.163], [0.058, -0.009, 0.301], [-0.012, 0.399, -0.609], [0.001, 0.215, 0.353], [-3.894, 2.432, 0.474], [-0.285, 0.281, 0.165], [-0.196, -0.192, 0.062]], "max_force_ev_per_a": 5.6, "e_above_lowest_kj_mol": 352.7, "e_lumo_ev": 0.87, "energy_ha": -286.49730, "smiles": "NC(=O)C1CC1", "total_charge": 0, "e_homo_ev": -9.20, "gap_ev": 10.064}

=====

{"formula": "C4H7NO", "method": "ωB97M-V/def2-TZVPD", "elements": ["C", "C", "C", "O", "C", "N", "H", "H", "H", "H", "H", "H", "H"], "coordinates": [[-0.718, 0.488, -1.630], [0.657, -0.837, -0.089], [0.900, -0.789, 1.404], [0.401, 0.544, 1.769], [-0.375, 0.966, 0.757], [-0.259, 0.198, -0.283], [-1.143, -0.421, -2.062], [0.184, 0.748, -2.183], [-1.456, 1.294, -1.665], [0.362, -1.768, -0.570], [1.961, -0.831, 1.681], [0.352, -1.516, 2.039], [-0.867, 1.926, 0.831]], "forces_ev_per_angstrom": [[-0.054, 0.000, -0.073], [-0.031, -0.118, 0.083], [0.179, -0.218, 0.145], [-0.094, 0.109, -0.042], [0.051, -0.021, -0.081], [0.009, 0.147, 0.104], [0.015, 0.149, 0.087], [-0.210, 0.087, -0.198], [0.180, -0.157, 0.198], [0.078, 0.111, 0.105], [-0.277, 0.057, 0.061], [0.057, 0.023, -0.221], [0.098, -0.170, -0.170]], "max_force_ev_per_a": 0.3, "e_above_lowest_kj_mol": 349.9, "e_lumo_ev": [0.96, 0.96], "energy_ha": -286.49839, "total_charge": 0, "e_homo_ev": [-6.16, -6.16], "gap_ev": [7.117, 7.118]}

=====

{"formula": "C4H7NO", "method": "ωB97M-V/def2-TZVPD", "elements": ["O", "N", "C", "C", "C", "C", "H", "H", "H", "H", "H", "H", "H"], "coordinates": [[2.500, -0.793, -0.027], [1.799, 0.397, 0.181], [0.579, 0.273, -0.134], [-0.348, -0.870, -0.479], [-1.439, -0.070, 0.273], [-0.569, 1.215, 0.137], [3.373, -0.584, 0.329], [-0.561, -0.916, -1.554], [-0.092, -1.861, -0.102], [-2.435, -0.076, -0.178], [-1.495, -0.397, 1.314], [-0.851, 1.792, -0.751], [-0.459, 1.890, 0.991]], "forces_ev_per_angstrom": [[0.304, -0.162, 0.008], [-0.650, 0.176, -0.083], [0.362, 0.094, 0.121], [0.083, -0.234, -0.037], [-0.223, -0.039, 0.077], [0.031, 0.163, 0.013], [-0.176, -0.071, -0.126], [0.135, -0.032, 0.168], [0.062, 0.106, -0.113], [0.157, 0.135, 0.139], [-0.080, 0.093, -0.144], [0.084, -0.072, 0.106], [-0.090, -0.157, -0.128]], "max_force_ev_per_a": 0.7, "e_above_lowest_kj_mol": 287.2, "e_lumo_ev": 1.10, "energy_ha": -286.52225, "smiles": "ON=C1CCC1", "total_charge": 0, "e_homo_ev": -9.44, "gap_ev": 10.544}